# C7H27O9

9 unconnected molecules or ions with the total composition C7H27O9 in a non-equilibrium geometry (the ωB97M-V functional and the def2-TZVPD basis, the Open Molecules 2025 dataset).

Computed properties:
- <S²>: 0.78
- Total charge: 0
- E_HOMO (alpha / beta): -0.35655 / -0.35634 hartree
- Spin multiplicity: 2
- Kohn-Sham gap (alpha / beta): 0.2694 / 0.1774 Ha
- LUMO energy (alpha / beta): -2.371 / -4.869 eV

```
43
Properties=species:S:1:pos:R:3:forces:R:3:mulliken_charge:R:1
C 2.315132 -0.279096 0.141290 -0.4 -1.5 1.6 0.554
O 2.461021 -1.658424 -0.094562 0.0 -0.5 -0.5 -0.666
C 1.800454 0.485620 -1.095748 1.4 0.6 0.5 -0.192
C 1.038645 1.787508 -0.790269 -0.9 0.3 0.5 -0.949
C -0.194411 1.520342 -0.016772 1.2 -1.5 0.7 1.198
C -1.467073 1.968305 -0.244286 -0.8 1.4 0.4 -0.466
C -2.467327 2.082444 0.764168 -0.3 1.0 -1.4 -0.064
C -2.457579 1.648303 2.043586 1.0 -0.6 0.8 -0.722
H 1.655509 -0.208026 1.024341 -0.4 0.5 -0.4 -0.733
H 3.267309 -0.008097 0.645223 -0.2 0.7 -1.2 0.353
H 1.215199 -0.160555 -1.747428 -0.1 0.0 0.2 0.065
H 2.691819 0.836429 -1.631784 -0.2 -0.3 -0.3 0.248
H 0.893382 2.434856 -1.657033 -0.3 -0.3 -0.1 0.411
H 1.622596 2.407396 -0.092401 0.3 -0.2 0.1 0.363
H -0.026003 0.835884 0.864743 -0.3 0.8 -0.8 -0.127
H -1.728811 2.514044 -1.155191 0.4 -0.4 0.0 0.319
H -3.284760 2.738846 0.430603 -0.1 -0.8 0.2 0.354
H -1.559369 1.271819 2.523064 0.0 -0.3 -0.2 0.232
H -3.321750 1.641009 2.674844 -0.5 0.4 0.1 0.294
H 0.745731 -0.837083 2.593232 0.0 0.0 0.8 0.327
H 0.478481 -1.130836 4.029130 0.0 0.0 0.1 0.255
O 1.061495 -0.592815 3.488386 0.4 0.3 -0.3 -0.646
H -1.309756 -0.860872 -2.763838 -0.1 -0.1 0.3 0.322
H -2.273627 -0.090209 -1.799402 0.2 -0.9 0.0 0.331
O -1.868812 -0.078551 -2.675071 0.1 0.7 -0.4 -0.707
H -0.694750 2.484524 -4.298390 0.0 0.0 -0.1 0.289
H -1.431106 1.228296 -3.757693 0.0 0.0 -0.4 0.439
O -1.255900 1.752840 -4.566854 0.0 0.1 0.3 -0.622
H -0.556565 -2.003783 1.155441 -0.2 0.0 1.2 0.436
H -1.678662 -1.779641 2.545593 0.3 -0.4 -0.5 0.171
O -0.892701 -1.468035 2.081657 0.0 0.1 -1.0 -0.661
H 1.767059 1.642513 3.513988 -0.1 0.3 0.2 0.304
H 2.955840 0.841113 3.403952 0.4 0.0 0.1 0.334
O 2.722338 1.772627 3.500965 -0.3 -0.3 -0.3 -0.619
H 0.341004 -2.755679 -1.690602 1.0 0.5 0.5 0.349
H 1.644721 -1.962489 -2.295926 0.1 -0.1 1.0 0.369
O 0.923586 -2.563220 -2.446353 -1.1 -0.6 -1.8 -0.701
H 0.207840 -3.476436 0.616611 -0.1 -0.1 -0.4 0.155
H 1.575692 -2.175836 -0.009410 0.7 1.1 -0.1 0.461
O 0.101809 -2.672124 0.090818 -0.6 0.1 1.0 -1.117
H -1.371025 -1.964067 -0.295099 -0.5 0.1 0.0 0.490
H -2.318143 -0.961031 0.454709 0.3 -0.5 -0.1 0.311
O -2.231261 -1.464420 -0.366549 -0.2 0.4 -0.1 -0.742
```
Positions in Å, forces in eV/Å.

=====

# C7H28ClN12O7

8 unconnected molecules or ions with the total composition C7H28ClN12O7 in a non-equilibrium geometry (the ωB97M-V functional and the def2-TZVPD basis, the Open Molecules 2025 dataset).

Computed properties:
- Relative energy (zero: lowest compared OMol25 entry of this formula, charge and spin): 0.00 kJ/mol
- Total charge: -1
- E_HOMO: -0.23608 hartree
- Kohn-Sham gap: 0.3127 Ha
- LUMO energy: 2.085 eV

```
55
Properties=species:S:1:pos:R:3:forces:R:3:mulliken_charge:R:1
Cl 0.023968 -0.138295 -0.479459 0.1 -0.1 0.6 -0.847
C -3.183099 -2.274769 -0.446692 0.0 -0.3 -0.9 -0.392
O -1.943033 -2.883592 -0.135333 -0.3 0.3 0.4 -0.508
H -4.032033 -2.908723 -0.182470 0.2 -0.2 0.4 0.298
H -3.327277 -1.299369 0.019834 0.1 0.0 0.1 0.057
H -3.249500 -2.170365 -1.536285 -0.1 0.4 0.0 0.254
H -1.309503 -2.151602 -0.054098 0.1 -0.3 0.0 0.211
C 3.529155 -1.216394 1.686085 0.6 -1.1 0.4 0.530
O 4.518268 -0.947448 2.366097 -0.8 0.1 -0.5 -0.694
N 3.522690 -1.367196 0.341763 0.5 0.4 -0.8 -0.232
N 2.330413 -1.642879 2.178344 -0.7 0.2 1.6 -0.235
H 2.668223 -1.662995 -0.092932 0.0 0.1 -0.3 0.193
H 4.347244 -1.166385 -0.192967 -0.1 0.2 0.1 0.153
H 1.435901 -1.537136 1.724260 0.1 -0.2 -0.5 -0.025
H 2.249944 -1.764584 3.175141 0.2 0.2 -0.1 0.208
C -3.606357 2.397895 0.812949 -0.8 0.6 -1.2 0.519
O -3.918912 2.610782 -0.357347 0.2 0.0 0.6 -0.652
N -4.052361 3.200466 1.846142 0.4 -0.4 0.4 -0.388
N -2.800089 1.385506 1.181467 0.1 -0.2 0.2 -0.040
H -3.928606 2.870117 2.784986 -0.1 0.1 0.1 0.154
H -4.755262 3.895564 1.697160 -0.1 -0.1 -0.4 0.233
H -2.433326 0.763967 0.478938 0.1 0.1 -0.1 -0.066
H -2.683084 1.131414 2.140784 0.1 -0.2 0.0 0.224
C 3.069082 -0.545419 -4.251268 0.5 0.9 0.4 0.623
O 2.182863 -0.195672 -5.015140 0.4 -0.3 0.0 -0.700
N 4.398091 -0.236504 -4.494598 -0.8 -0.2 -0.4 -0.432
N 2.833334 -1.119638 -3.037575 -0.4 -0.1 -0.5 -0.217
H 5.155444 -0.574675 -3.938146 0.1 0.0 0.0 0.159
H 4.562420 0.205260 -5.380577 0.2 -0.1 0.0 0.215
H 1.896466 -1.005397 -2.679486 0.1 -0.3 0.3 0.154
H 3.575011 -1.477368 -2.474202 0.0 0.1 0.3 0.161
C 2.017891 2.753695 1.782757 0.0 1.0 0.4 0.515
O 2.494408 3.794117 2.238161 -0.1 -0.5 -0.1 -0.731
N 1.617054 2.619014 0.489908 0.2 -0.6 0.5 -0.163
N 1.764149 1.649269 2.559821 -0.3 0.1 -0.6 -0.136
H 1.217216 1.731119 0.191502 -0.1 0.5 -0.4 0.174
H 1.651715 3.435221 -0.086177 0.0 0.0 -0.2 0.169
H 2.090671 1.613905 3.503669 0.3 0.0 0.0 0.209
H 1.508350 0.815065 2.061628 0.1 -0.3 0.4 -0.005
C -1.067287 -1.584173 3.343650 0.3 -0.4 -0.7 0.590
O -0.665575 -2.486540 2.629828 -0.1 0.2 0.3 -0.543
N -1.061979 -0.268720 2.948208 -0.1 -0.2 0.3 -0.188
N -1.594429 -1.798087 4.589332 0.1 0.3 -0.1 -0.421
H -1.162064 0.434926 3.654852 0.2 0.3 -0.1 0.224
H -0.657725 -0.026043 2.051361 0.1 -0.1 0.0 -0.039
H -1.772192 -1.008052 5.174955 -0.2 -0.2 0.3 0.136
H -1.735506 -2.738459 4.901039 0.1 0.0 0.1 0.236
C -1.583670 0.235231 -4.220844 -0.2 0.2 -1.0 0.588
O -1.863051 0.066483 -5.411069 0.1 -0.1 0.5 -0.738
N -2.499037 0.750094 -3.335968 0.5 -0.3 0.3 -0.269
N -0.370424 -0.033869 -3.680316 -0.2 0.0 0.2 0.068
H -2.156584 1.076054 -2.449035 -0.4 0.1 0.1 0.111
H -3.397754 1.030685 -3.669582 0.0 0.1 -0.1 0.180
H 0.398859 -0.327934 -4.272140 -0.3 0.3 0.0 0.097
H -0.249111 0.092432 -2.680911 0.2 -0.2 -0.2 0.018
```
Positions in Å, forces in eV/Å.

=====

# C7H28ClN14O11

8 unconnected molecules or ions with the total composition C7H28ClN14O11 in a non-equilibrium geometry (the ωB97M-V functional and the def2-TZVPD basis, the Open Molecules 2025 dataset).

Computed properties:
- Relative energy (zero: lowest compared OMol25 entry of this formula, charge and spin): 0.21 kJ/mol
- Total charge: -1
- E_HOMO: -0.24447 hartree
- Kohn-Sham gap: 0.3147 Ha
- LUMO energy: 1.910 eV

```
61
Properties=species:S:1:pos:R:3:forces:R:3:mulliken_charge:R:1
Cl 1.161915 0.111156 -0.653624 -0.1 0.7 0.2 1.448
O 0.507544 1.401425 -0.763014 -0.2 -0.1 0.2 -0.581
O 2.168725 0.055145 -1.672029 0.1 -0.5 0.0 -0.698
O 1.708728 -0.054607 0.668171 0.3 0.3 -0.2 -0.776
O 0.179791 -0.938329 -0.850788 -0.4 -0.4 -0.4 -0.563
C -2.281332 3.902986 -2.927665 0.1 0.4 0.2 0.565
O -1.857890 4.888198 -2.335020 0.0 -0.1 0.1 -0.711
N -1.777158 2.638506 -2.838751 -0.5 0.0 -0.7 -0.231
N -3.374083 4.016360 -3.755133 0.5 -0.3 0.2 -0.440
H -1.906171 2.116213 -3.689004 0.2 -0.5 0.3 0.184
H -1.015143 2.364448 -2.238006 0.1 0.3 0.1 0.224
H -3.678611 4.949080 -3.953366 -0.1 0.0 -0.2 0.235
H -3.722263 3.213526 -4.243589 -0.2 0.2 -0.1 0.168
C -0.139218 5.671069 0.938231 0.1 -0.7 -0.3 0.613
O 0.531070 5.643593 1.959360 -0.3 0.2 -0.1 -0.689
N -0.822794 6.771029 0.498223 0.0 0.5 0.1 -0.369
N -0.278519 4.596300 0.099103 0.0 0.2 -0.1 -0.149
H -1.405641 6.751553 -0.318233 0.0 -0.1 0.0 0.178
H -0.686096 7.640602 0.976505 0.1 0.0 0.1 0.220
H -0.622200 4.730315 -0.841534 -0.2 -0.2 0.1 0.206
H -0.071894 3.662278 0.403344 0.2 0.1 0.1 0.148
C -1.178793 -1.189552 -4.492042 0.7 -0.5 -0.6 0.478
O -1.594283 -1.351391 -5.634744 -0.2 0.1 0.4 -0.692
N -0.421935 -0.107440 -4.134367 -0.5 0.2 0.1 -0.340
N -1.299032 -2.137796 -3.505160 0.1 0.8 -0.3 -0.272
H -0.202309 0.558073 -4.850477 0.1 -0.1 0.0 0.210
H 0.035693 -0.046187 -3.241977 0.2 0.0 0.0 0.169
H -1.783900 -2.977659 -3.752422 -0.2 0.0 0.3 0.188
H -1.141101 -1.826561 -2.561721 0.0 -0.4 0.2 0.236
C 2.999177 -3.624337 2.224810 0.3 -0.1 -0.2 0.584
O 4.052534 -3.148395 2.626821 -0.3 0.1 0.0 -0.687
N 2.724254 -4.956010 2.427254 0.0 -0.2 0.0 -0.307
N 2.062729 -2.932355 1.525200 0.5 0.2 0.3 -0.042
H 1.899427 -5.421034 2.094969 -0.1 0.1 0.1 0.168
H 3.377891 -5.447393 3.005555 0.0 -0.1 0.0 0.190
H 1.238393 -3.370126 1.152399 0.2 0.3 0.1 0.191
H 2.230965 -1.939519 1.408926 -0.3 -0.2 -0.2 0.032
C -2.600752 -1.840897 3.197415 -0.2 0.6 0.6 0.558
O -2.533191 -0.897829 3.972918 0.0 -0.2 -0.1 -0.664
N -2.534235 -1.670180 1.841047 -0.1 -0.2 0.4 -0.391
N -2.815931 -3.116024 3.621327 -0.2 -0.9 -0.2 -0.310
H -2.114687 -0.797632 1.575269 0.1 -0.1 -0.4 0.211
H -2.516043 -2.493710 1.267075 0.3 0.1 -0.3 0.229
H -2.751716 -3.914814 3.013245 0.2 0.2 -0.2 0.217
H -3.063511 -3.306520 4.572154 0.1 0.4 0.1 0.190
C -0.583673 -4.960269 0.528269 -1.0 -0.4 -0.6 0.605
O -1.461929 -4.819160 1.368026 0.3 0.3 0.0 -0.647
N -0.192410 -4.005516 -0.373799 -0.1 -0.9 0.7 -0.218
N 0.006208 -6.196161 0.334524 0.2 0.9 0.2 -0.428
H -0.441714 -3.035816 -0.246376 0.2 0.1 -0.2 0.067
H 0.472980 -4.315851 -1.058478 0.1 0.7 -0.2 0.162
H -0.496862 -6.974119 0.715848 0.2 -0.2 0.0 0.239
H 0.719854 -6.292061 -0.363757 -0.1 -0.4 0.0 0.170
C 3.433679 3.486194 2.466806 -0.5 0.0 0.1 0.503
O 3.476846 4.424113 3.249143 0.2 -0.1 -0.1 -0.683
N 2.457694 3.324019 1.529720 0.1 0.1 -0.1 -0.123
N 4.366453 2.483571 2.493505 0.6 -0.3 0.0 -0.369
H 1.740367 4.032133 1.453710 0.2 0.1 0.3 0.085
H 2.406893 2.498797 0.960907 -0.1 0.0 0.0 0.124
H 5.023518 2.481256 3.249390 0.0 0.1 0.0 0.210
H 4.383702 1.693335 1.875927 -0.3 0.0 -0.1 0.177
```
Positions in Å, forces in eV/Å.

=====

# C7H28FN14O7

8 unconnected molecules or ions with the total composition C7H28FN14O7 in a non-equilibrium geometry (the ωB97M-V functional and the def2-TZVPD basis, the Open Molecules 2025 dataset).

Computed properties:
- Relative energy (zero: lowest compared OMol25 entry of this formula, charge and spin): 6.56 kJ/mol
- Total charge: -1
- E_HOMO: -0.24906 hartree
- Kohn-Sham gap: 0.3350 Ha
- LUMO energy: 2.338 eV

```
57
Properties=species:S:1:pos:R:3:forces:R:3:mulliken_charge:R:1
F 0.530875 -0.115683 -0.555906 -0.4 0.1 0.2 -0.348
C -1.366268 0.897308 2.696197 -2.0 0.7 -0.7 0.582
O -2.318717 1.368269 2.047913 1.1 0.0 0.1 -0.628
N -1.539275 0.631489 4.030673 1.0 -0.1 -0.2 -0.426
N -0.130567 0.626609 2.221569 -0.4 0.1 0.6 -0.128
H -2.443877 0.663366 4.454291 -0.1 -0.1 -0.2 0.242
H -0.785039 0.128649 4.457111 -0.3 -0.1 0.6 0.134
H 0.119764 0.726934 1.243862 -0.1 -0.4 0.0 -0.018
H 0.383780 0.034954 2.843857 0.8 -0.1 -0.4 0.185
C -4.067934 -0.859227 -0.646660 2.3 -1.1 -0.5 0.616
O -3.858211 -2.051586 -0.906104 -0.8 0.6 0.1 -0.793
N -5.307295 -0.338621 -0.533616 -0.4 -0.1 0.2 -0.443
N -3.025342 0.007002 -0.504489 -0.8 0.3 0.0 -0.115
H -5.371484 0.650672 -0.383188 -0.5 0.0 -0.3 0.183
H -5.972689 -0.869322 -1.071372 -0.3 0.4 0.2 0.259
H -2.084125 -0.321786 -0.558411 0.1 -0.1 0.1 -0.097
H -3.164361 0.952212 -0.199198 0.1 0.0 0.2 0.180
C 3.406066 -1.767339 3.083403 0.5 0.3 0.2 0.489
O 4.263716 -1.953115 3.940261 -0.2 0.2 -0.7 -0.679
N 2.285883 -2.530044 3.000369 -0.7 -0.2 0.0 -0.318
N 3.412442 -0.737366 2.159553 0.3 -0.1 0.4 -0.248
H 2.274278 -3.427399 3.449755 0.0 0.1 0.1 0.215
H 1.619520 -2.358039 2.268417 -0.1 -0.3 -0.2 0.208
H 4.288028 -0.268191 1.999070 0.0 0.0 0.1 0.243
H 2.795841 -0.787476 1.368141 0.0 0.0 -0.2 0.100
C 3.570534 0.599546 -1.903246 1.1 0.6 -1.4 0.462
O 4.681508 0.726747 -2.434811 -0.6 -0.3 0.4 -0.737
N 2.685029 -0.400367 -2.204514 0.3 0.5 0.7 -0.196
N 3.051195 1.511921 -1.035412 0.0 -1.6 0.0 -0.193
H 1.768919 -0.271462 -1.778768 -0.1 -0.7 -0.4 0.019
H 2.931220 -1.087880 -2.886465 -0.1 0.0 0.0 0.185
H 3.454681 2.420853 -0.953178 -0.3 0.2 0.3 0.167
H 2.191122 1.163315 -0.638996 -0.2 1.1 0.4 0.172
C -1.118986 0.114391 -3.860624 0.0 0.7 -0.3 0.368
O -1.587369 0.426517 -4.957580 0.2 -0.6 0.5 -0.729
N -0.768726 1.045874 -2.935037 -0.1 0.1 0.3 -0.178
N -0.868604 -1.162585 -3.439382 -0.3 0.1 -0.9 -0.236
H -0.414620 0.737110 -2.042264 0.2 0.1 0.1 0.142
H -0.958924 2.013318 -3.113789 0.0 0.0 -0.1 0.175
H -0.969039 -1.870419 -4.144917 0.0 -0.2 0.3 0.185
H -0.498216 -1.352654 -2.527937 0.1 -0.2 0.0 0.319
C -0.261996 -3.558810 -0.339390 -0.9 -1.5 1.2 0.471
O -0.565178 -4.754944 -0.418615 0.5 0.7 -0.3 -0.738
N 1.006361 -3.092795 -0.236339 0.2 -0.4 0.0 -0.237
N -1.158388 -2.576658 -0.123377 -1.0 0.4 -0.4 -0.130
H 1.696442 -3.816151 -0.331279 0.5 0.6 -0.2 0.197
H 1.083113 -2.090766 -0.348784 1.0 0.0 -0.2 0.093
H -0.792039 -1.640612 -0.229604 -0.1 0.1 0.2 -0.042
H -2.135979 -2.750690 -0.363910 0.3 0.2 0.0 0.244
C 0.498680 3.981789 0.166666 1.5 -1.5 0.7 0.552
O 1.676208 3.908748 -0.171967 -0.6 0.8 -0.1 -0.651
N -0.370196 2.953245 -0.098077 -0.2 1.0 -0.2 -0.180
N -0.002554 4.924236 1.017031 -1.1 0.1 -0.2 -0.375
H -0.007704 2.129656 -0.546408 0.0 -0.1 0.0 -0.075
H -1.315931 3.004161 0.233306 0.0 -0.5 0.0 0.196
H -0.943718 4.770601 1.330110 0.0 0.3 0.2 0.144
H 0.498152 5.692500 1.412041 0.5 -0.1 -0.3 0.211
```
Positions in Å, forces in eV/Å.

=====

no.,E_tot (eV)
1,-26119.8368
2,-52459.1281
3,-63623.2750
4,-45635.8177